(1)
# C27H12BiF15GeI2N4S2

A molecular structure, C27H12BiF15GeI2N4S2 (wB97M-V/def2-TZVPD, the Open Molecules 2025 dataset).

Structure (XYZ):
```
64
Properties=species:S:1:pos:R:3:forces:R:3:lowdin_charge:R:1
Bi 1.695 1.020 0.402 -0.02 -0.19 -0.14 1.18
C -0.662 5.070 0.782 0.03 -0.02 0.01 0.02
C 0.398 4.060 0.495 0.06 -0.11 0.13 -0.23
N 0.675 3.082 1.281 -0.09 0.08 -0.14 -0.10
N -0.033 2.926 2.438 -0.03 0.09 0.10 0.01
C 0.305 1.963 3.329 -0.12 0.01 -0.02 -0.78
N -0.407 1.888 4.440 0.05 -0.08 0.00 0.17
S 1.605 0.895 3.082 0.04 -0.07 0.04 0.62
C 1.205 4.113 -0.749 -0.01 0.10 -0.01 -0.22
C 1.362 5.277 -1.481 0.00 -0.14 -0.03 0.03
C 2.189 5.253 -2.601 -0.01 -0.02 0.02 0.01
C 2.819 4.075 -2.952 -0.02 -0.01 -0.01 0.00
C 2.606 2.950 -2.168 -0.04 0.01 -0.07 -0.10
N 1.819 2.974 -1.098 0.03 0.08 0.08 -0.07
H -1.614 4.561 0.951 -0.04 0.01 -0.01 0.11
H -0.416 5.659 1.668 0.01 0.01 0.05 0.12
H -0.810 5.749 -0.050 -0.02 0.00 0.00 0.09
H -0.857 3.497 2.586 0.10 -0.08 -0.02 0.16
H -1.141 2.540 4.671 -0.01 0.00 0.00 0.14
H -0.221 1.139 5.095 -0.01 0.10 -0.10 0.13
H 0.868 6.189 -1.190 -0.01 0.07 0.02 0.12
H 2.335 6.151 -3.185 0.00 0.02 -0.01 0.13
H 3.463 4.015 -3.818 0.00 -0.01 0.00 0.13
H 3.070 2.002 -2.409 0.05 -0.05 -0.01 0.12
I 5.456 1.122 0.434 0.00 0.00 0.00 0.75
C 5.489 -1.001 0.453 0.01 0.03 -0.01 -1.10
I 3.621 -1.917 0.901 0.06 0.04 0.04 0.94
H 6.189 -1.307 1.221 -0.01 0.00 -0.03 -0.03
H 5.793 -1.341 -0.530 -0.01 0.01 0.04 -0.02
F 0.905 -3.936 -0.344 0.02 -0.02 0.01 0.10
C 0.686 -3.488 0.895 0.04 -0.07 0.08 -0.30
C -0.141 -2.394 1.105 -0.01 0.07 0.10 -0.17
C -0.343 -2.008 2.421 -0.04 0.11 0.15 -0.27
F -1.191 -0.991 2.690 0.22 -0.20 -0.04 0.05
C 0.273 -2.633 3.490 -0.02 0.04 -0.01 -0.14
F 0.072 -2.203 4.733 0.02 -0.04 -0.11 0.13
C 1.110 -3.716 3.247 0.00 -0.03 0.02 -0.13
F 1.714 -4.327 4.251 -0.10 0.12 -0.18 0.17
C 1.311 -4.153 1.941 -0.09 0.07 0.08 -0.21
F 2.107 -5.182 1.707 0.01 -0.02 -0.02 0.14
Ge -1.123 -1.470 -0.299 -0.02 -0.04 -0.04 0.80
S -0.726 0.738 -0.100 -0.07 0.13 0.08 0.23
C -3.032 -1.640 -0.034 0.01 0.04 -0.04 -0.15
C -3.597 -2.575 0.817 -0.12 0.00 0.09 -0.21
F -2.813 -3.409 1.511 -0.08 -0.02 0.00 0.11
C -4.969 -2.682 0.984 0.02 0.05 -0.08 -0.13
F -5.481 -3.580 1.810 0.01 0.01 0.00 0.16
C -5.810 -1.835 0.270 0.05 0.01 0.00 -0.11
F -7.119 -1.925 0.418 0.16 0.01 -0.02 0.17
C -5.272 -0.893 -0.601 0.05 -0.10 0.08 -0.13
F -6.069 -0.090 -1.290 0.02 0.00 0.00 0.15
C -3.897 -0.819 -0.737 -0.18 -0.07 -0.02 -0.23
F -3.391 0.070 -1.605 0.05 0.07 -0.03 0.07
C -0.539 -2.014 -2.069 0.09 0.03 0.02 -0.14
C 0.683 -1.613 -2.577 -0.03 -0.13 -0.21 -0.22
F 1.502 -0.827 -1.827 0.11 0.05 0.07 -0.07
C 1.150 -1.991 -3.820 -0.08 -0.01 0.03 -0.13
F 2.334 -1.573 -4.259 -0.04 -0.01 0.04 0.14
C 0.359 -2.820 -4.606 -0.03 -0.02 -0.01 -0.11
F 0.783 -3.199 -5.798 -0.06 0.05 0.15 0.17
C -0.874 -3.251 -4.132 0.06 0.05 0.02 -0.12
F -1.626 -4.041 -4.877 0.01 0.01 0.03 0.17
C -1.299 -2.846 -2.873 0.04 -0.02 -0.14 -0.20
F -2.478 -3.293 -2.439 -0.03 -0.03 -0.02 0.12
```
Forces are in eV/Å.

Results
Net charge = +2
Energy relative to the best compared isomer or geometry (same formula, charge and spin) = 0.000 eV
Calculated total energy = -175128.535 eV
HOMO-LUMO gap = 6.871 eV
E_HOMO = -0.508 Eh
F_max = 0.30 eV Å⁻¹


(2)
# C27H16BrCl4F4NNiP

A molecular structure, C27H16BrCl4F4NNiP (wB97M-V/def2-TZVPD, the Open Molecules 2025 dataset).

Structure (XYZ):
```
55
Properties=species:S:1:pos:R:3:forces:R:3:lowdin_spin:R:1
Ni 7.138 12.795 12.138 -0.73 -1.53 1.98 1.13
F 4.937 6.664 10.625 0.47 0.78 0.14 0.00
C 5.786 7.708 10.647 -1.00 -0.76 -0.66 0.00
C 7.089 7.482 11.039 0.00 1.36 0.28 0.00
F 7.366 6.291 11.540 0.70 0.19 -0.32 0.00
C 7.955 8.607 11.006 2.02 -1.64 0.56 0.00
F 9.311 8.433 11.226 -1.88 -0.45 -0.03 0.00
C 7.544 9.884 10.745 -0.96 0.46 -0.75 0.01
P 8.487 11.383 11.229 0.89 -1.24 -0.78 0.04
C 9.325 11.984 9.767 0.47 1.24 0.48 0.01
C 10.265 13.039 10.020 -0.89 -0.33 0.36 0.00
C 10.902 13.650 8.965 -0.72 0.12 0.07 0.00
C 10.367 13.498 7.689 1.05 0.39 -0.21 0.00
C 9.379 12.583 7.480 -1.51 -0.87 -1.24 0.00
C 8.916 11.708 8.476 0.09 -0.23 -0.38 0.00
C 9.798 10.814 12.309 0.84 0.13 0.00 0.00
C 9.433 10.177 13.478 -0.36 -0.02 1.27 0.00
C 10.379 9.631 14.351 -1.35 -0.71 -0.03 0.00
C 11.701 9.630 13.979 1.21 1.00 -0.14 0.00
C 12.127 10.458 12.928 -2.92 -0.03 -0.70 0.00
C 11.155 11.024 12.043 1.00 -1.13 0.52 0.00
C 6.235 10.022 10.233 -0.37 0.18 0.29 0.00
Br 5.617 11.731 9.643 -0.07 -0.45 0.19 0.01
C 5.353 8.948 10.174 0.05 0.59 0.03 0.00
F 4.091 9.110 9.738 0.89 -0.28 0.26 0.00
H 10.400 13.442 11.049 0.16 -0.68 -0.78 0.00
H 11.668 14.372 9.148 0.38 0.36 0.08 0.00
H 10.770 14.115 6.876 -0.37 -0.33 0.29 0.00
H 8.832 12.565 6.521 0.73 -0.22 0.31 0.00
H 8.262 10.836 8.213 0.49 1.15 0.39 0.00
H 8.374 10.086 13.747 0.28 0.07 -0.08 0.00
H 10.026 9.128 15.276 0.38 0.28 -0.83 0.00
H 12.443 9.059 14.527 -0.07 0.25 0.20 0.00
H 13.133 10.677 12.745 1.44 -0.15 -0.28 0.00
H 11.486 11.454 11.085 -0.10 -0.09 0.89 0.00
Cl 7.737 14.285 14.753 -0.21 -0.98 0.10 0.03
C 7.177 12.732 15.431 -1.28 0.77 -0.18 0.07
C 7.595 12.410 16.697 0.92 -0.44 -0.38 -0.01
C 7.111 11.254 17.326 -0.18 0.48 -0.87 0.09
C 6.193 10.466 16.660 0.01 0.26 -0.53 -0.01
C 5.829 10.788 15.367 -1.36 -0.48 -0.75 0.07
C 6.179 11.988 14.740 1.91 0.99 0.89 0.05
C 5.682 12.402 13.462 -0.31 -1.34 -0.16 0.37
H 8.435 13.010 17.007 -0.11 -0.05 0.90 0.00
H 7.422 10.913 18.275 0.51 0.16 0.98 0.01
H 5.725 9.621 17.129 0.15 -0.33 0.14 0.00
H 5.115 10.138 14.835 0.32 0.32 0.31 0.00
H 5.230 11.545 13.011 -0.70 -0.41 -0.67 0.02
H 5.136 13.299 13.260 -0.10 0.85 0.31 0.03
Cl 6.697 17.659 9.945 0.04 0.54 -0.06 0.00
C 7.610 16.222 9.620 0.51 -0.35 -0.48 0.00
Cl 7.048 15.468 8.058 0.64 0.41 0.98 0.00
Cl 9.433 16.499 9.664 -1.66 -0.01 -0.18 0.00
C 7.309 15.273 10.692 0.44 -1.63 1.05 0.03
N 7.217 14.425 11.478 0.21 3.83 -2.79 0.05
```
Forces are in eV/Å.

Results
Multiplicity = 3
Net charge = +1
⟨S²⟩ = 2.02
Energy relative to the best compared isomer or geometry (same formula, charge and spin) = 0.625 eV
Calculated total energy = -211072.677 eV
HOMO-LUMO gap (alpha / beta) = 7.814 / 6.509 eV
E_HOMO (alpha / beta) = -0.407 / -0.421 Eh
F_max = 4.74 eV Å⁻¹


(3)
# C27H16BrF3IrN5O9S

A molecular structure, C27H16BrF3IrN5O9S (wB97M-V/def2-TZVPD, the Open Molecules 2025 dataset).

Structure (XYZ):
```
63
Properties=species:S:1:pos:R:3:forces:R:3:lowdin_spin:R:1
Ir 2.228 1.345 -0.830 -0.72 -0.41 -1.08 2.24
C 3.061 -1.358 3.085 0.45 3.21 -1.14 0.00
O 2.338 -1.869 1.944 -2.00 0.16 1.59 -0.01
C 1.016 -2.145 2.330 -0.11 0.55 0.76 -0.01
C 0.421 -1.886 3.612 1.09 -0.97 -2.62 0.10
C -0.931 -2.307 3.881 2.06 1.33 -1.21 0.03
Br -1.388 -2.278 5.617 -0.85 0.04 2.20 0.02
C -1.798 -2.591 2.896 -0.18 -1.01 0.22 0.00
C -1.232 -2.716 1.597 -0.88 -0.39 -0.38 0.09
C 0.135 -2.655 1.320 1.95 0.74 -0.43 0.12
O 0.600 -3.023 0.115 -0.29 1.34 0.64 0.05
C -2.067 -3.073 0.513 -1.08 1.02 -1.54 0.04
N -3.190 -3.772 0.800 -0.33 -1.43 -1.16 0.20
C -3.690 -4.189 -0.406 1.78 2.75 -0.26 0.07
C -4.700 -5.015 -0.800 -3.69 -1.51 0.33 0.07
C -5.071 -5.157 -2.142 0.14 -1.40 1.02 0.01
C -4.389 -4.385 -3.093 -0.52 0.17 -0.27 0.13
C -3.335 -3.539 -2.815 -0.41 0.93 1.05 -0.01
C -3.065 -3.454 -1.460 3.76 0.85 0.55 0.10
N -1.944 -2.758 -0.852 -3.21 -2.48 1.48 -0.02
H 3.230 -2.133 3.748 0.49 -1.49 1.44 0.00
H 2.536 -0.508 3.588 -0.09 -0.80 -0.39 0.00
H 4.008 -0.808 2.833 -0.68 -1.29 -0.55 0.00
H 1.044 -1.398 4.344 -0.37 -0.31 0.38 0.00
H -2.816 -2.875 3.201 0.45 0.25 -0.87 0.00
H 0.675 -2.195 -0.545 0.25 -1.20 0.43 0.01
H -5.409 -5.333 -0.013 0.72 -0.58 -0.47 0.00
H -5.832 -5.964 -2.487 1.18 1.93 0.83 0.00
H -4.886 -4.345 -4.022 0.10 -0.17 -1.38 0.01
H -2.877 -2.791 -3.475 -0.27 -0.77 -0.09 0.00
H -1.430 -2.019 -1.284 0.80 0.29 -0.17 0.00
O 0.409 1.994 -1.319 -1.74 0.18 -0.66 0.05
C 0.477 2.976 -0.511 -0.06 -0.88 0.23 0.03
O 1.511 3.059 0.225 -1.14 1.42 0.34 0.18
C -0.583 3.926 -0.453 -0.76 1.68 1.05 0.00
C -1.704 3.981 -1.292 0.08 1.43 -0.33 0.01
C -2.370 5.234 -1.378 -0.89 -0.88 -0.11 0.00
C -2.075 6.203 -0.448 0.24 0.59 0.16 0.00
O -2.660 7.440 -0.343 0.29 -0.43 0.76 0.00
C -2.008 8.078 0.781 0.50 1.61 -0.91 0.00
O -0.863 7.302 1.163 -0.75 -0.64 -0.70 0.00
C -1.016 6.109 0.470 -0.49 -0.16 -0.40 0.00
C -0.258 4.973 0.476 0.43 0.33 -0.72 0.01
H -2.090 3.212 -1.976 0.90 0.11 0.47 0.00
H -3.154 5.381 -2.153 0.58 -0.03 0.90 0.00
H -2.657 8.240 1.654 -0.13 -0.48 -0.36 0.00
H -1.702 9.082 0.369 0.02 -0.96 0.70 0.00
H 0.720 4.907 0.970 -0.75 0.02 0.07 0.00
F 3.030 -2.957 -2.192 -0.32 0.12 -2.03 0.00
C 2.384 -2.563 -3.357 -1.07 -1.31 2.04 0.01
F 3.178 -2.393 -4.377 0.43 0.49 0.39 0.00
F 1.543 -3.582 -3.696 0.28 1.13 0.48 0.00
S 1.543 -0.959 -2.725 -0.15 1.19 -0.20 0.03
O 1.177 -0.108 -3.851 -0.46 -1.87 1.35 0.01
O 0.467 -1.355 -1.713 1.46 0.56 -2.47 0.01
O 2.701 -0.374 -1.998 -0.47 -2.04 -1.14 0.14
N 3.834 1.215 -0.056 5.66 -0.89 2.29 0.10
C 4.944 1.181 0.369 -2.59 0.53 -0.93 0.03
C 6.172 1.295 0.882 0.20 -0.01 1.50 0.07
C 6.933 2.464 0.535 1.24 -0.45 -1.00 0.01
N 7.631 3.219 -0.008 -0.91 -0.34 0.99 0.04
C 6.434 0.383 1.973 1.77 -0.38 0.14 0.01
N 6.809 -0.372 2.779 -0.94 0.99 -0.85 0.03
```
Forces are in eV/Å.

Results
Multiplicity = 5
⟨S²⟩ = 6.07
Energy relative to the best compared isomer or geometry (same formula, charge and spin) = 1.459 eV
Calculated total energy = -145995.681 eV
HOMO-LUMO gap (alpha / beta) = 5.029 / 3.551 eV
E_HOMO (alpha / beta) = -0.235 / -0.304 Eh
F_max = 6.17 eV Å⁻¹


(4)
# C27H16Cl5N5S3Ti

A molecular structure, C27H16Cl5N5S3Ti (wB97M-V/def2-TZVPD, the Open Molecules 2025 dataset).

Structure (XYZ):
```
57
Properties=species:S:1:pos:R:3:forces:R:3:lowdin_charge:R:1
Ti -0.199 -0.145 -0.064 1.15 0.21 -1.62 0.60
C -0.293 1.470 2.713 -0.17 -0.15 0.37 -0.19
N -0.911 0.932 1.489 -0.25 0.48 0.62 -0.08
C -2.167 1.212 1.257 -0.20 0.02 -0.01 -0.03
C -2.788 0.674 0.118 -0.48 0.14 -0.10 -0.31
C -4.062 0.794 -0.438 0.17 0.09 0.22 0.00
C -4.053 0.049 -1.618 0.14 -0.11 -0.08 -0.05
C -2.780 -0.502 -1.743 -0.34 -0.03 -0.17 -0.11
N -2.012 -0.135 -0.704 -0.80 -0.04 0.04 -0.13
C -0.956 0.940 3.966 0.03 0.05 -0.15 -0.21
C -0.899 -0.418 4.263 -0.04 0.04 0.10 -0.02
C -1.540 -0.922 5.383 0.05 -0.02 -0.06 -0.06
C -2.226 -0.064 6.232 -0.02 -0.01 0.06 -0.08
C -2.266 1.293 5.958 -0.03 0.01 0.03 -0.08
C -1.638 1.793 4.824 0.00 -0.03 -0.04 -0.04
H -0.353 2.559 2.689 0.08 0.00 -0.01 0.09
H 0.762 1.205 2.703 0.01 0.04 -0.07 0.07
H -2.731 1.850 1.936 0.02 -0.03 0.03 0.16
H -4.887 1.351 -0.023 0.01 0.03 0.00 0.11
H -4.866 -0.075 -2.313 -0.01 -0.04 0.00 0.10
H -2.399 -1.148 -2.520 0.08 0.04 0.02 0.12
H -0.341 -1.080 3.616 0.01 -0.06 -0.06 0.09
H -1.498 -1.983 5.592 0.01 0.01 0.02 0.11
H -2.720 -0.456 7.112 -0.01 0.01 0.00 0.10
H -2.788 1.967 6.626 -0.01 0.00 0.00 0.10
H -1.671 2.856 4.611 -0.01 0.00 -0.01 0.11
Cl -1.941 -2.812 1.227 -0.11 -0.27 0.12 0.74
C -0.264 -2.744 1.640 0.09 0.48 -0.20 -0.70
C 0.453 -1.665 1.132 0.49 -1.16 0.80 -0.39
C 1.781 -1.554 1.503 -0.44 -0.18 -0.04 -0.69
Cl 2.550 -0.156 0.834 0.37 0.12 0.19 0.74
C 2.414 -2.454 2.343 0.01 -0.02 0.06 -0.70
Cl 4.057 -2.241 2.785 0.06 0.04 -0.03 0.71
C 1.668 -3.529 2.833 0.07 0.06 -0.01 -0.69
Cl 2.414 -4.661 3.881 -0.01 -0.04 0.03 0.71
C 0.321 -3.678 2.485 0.01 -0.01 0.00 -0.71
Cl -0.593 -4.983 3.119 -0.06 -0.03 0.00 0.70
S 0.619 -1.408 -1.907 -0.21 -0.06 0.11 0.69
C 0.566 0.172 -2.645 0.14 0.04 -0.16 -1.05
S 0.625 1.508 -1.522 0.21 0.15 -0.14 0.60
C 0.523 0.353 -3.999 -0.08 -0.03 0.29 -0.37
C 0.484 -0.752 -4.897 0.07 -0.24 -0.13 -0.24
N 0.457 -1.641 -5.627 -0.03 0.03 0.05 0.17
C 0.524 1.657 -4.569 0.00 0.27 -0.12 -0.24
N 0.541 2.705 -5.045 0.00 -0.04 0.06 0.17
S 1.906 3.276 1.103 -0.12 0.21 0.12 0.63
C 3.570 3.272 1.021 -0.20 -0.03 -0.16 -0.79
N 4.185 3.077 -0.188 0.09 0.04 0.21 0.05
C 5.525 3.142 -0.378 0.20 -0.06 -0.07 -0.07
C 6.360 3.358 0.668 0.02 0.09 0.04 -0.07
C 5.793 3.514 1.956 -0.13 0.01 -0.09 -0.05
C 4.442 3.472 2.127 0.23 0.02 0.01 -0.09
H 3.566 2.902 -0.969 -0.02 0.06 -0.02 0.13
H 5.873 3.021 -1.394 -0.05 -0.04 -0.01 0.13
H 7.425 3.438 0.516 0.00 -0.07 -0.06 0.11
H 6.442 3.685 2.805 -0.01 -0.01 0.02 0.11
H 3.983 3.611 3.094 0.00 -0.01 0.01 0.10
```
Forces are in eV/Å.

Results
Energy relative to the best compared isomer or geometry (same formula, charge and spin) = 0.319 eV
Calculated total energy = -153943.176 eV
HOMO-LUMO gap = 6.611 eV
E_HOMO = -0.303 Eh
F_max = 2.00 eV Å⁻¹